1.
Below is C3H2O2S2 in the gas phase, with properties calculated with ωB97M-V/def2-TZVPD.

structure (SMILES) = O=CC(=S)C(O)=S
HOMO level = -9.26 eV
ΔE to the lowest compared entry with this formula, charge and spin = 216.3 kJ/mol
orbital gap = 7.40 eV
DFT total energy = -28906.341 eV
net charge = 0

Last column: natural (NBO) charge in e.
Positions of all 9 atoms, in Å:
S -2.01716 -0.87206 -1.02710  -0.03
H 2.69748 0.25460 -0.03371  0.18
C -0.95510 -0.19950 -0.00089  0.17
O -1.20266 0.14346 1.20149  -0.63
S 0.35302 1.96584 -1.21217  0.15
H -2.17019 0.04484 1.41664  0.51
O 1.35975 -1.50964 0.16549  -0.48
C 1.62126 -0.31960 -0.10443  0.36
C 0.31360 0.49205 -0.40532  -0.23

2.
Below is C24H23AuClN2OP as an isolated structure, with properties calculated with ωB97M-V/def2-TZVPD.

HOMO level (spin up / spin down) = -13.21 / -14.75 eV
ΔE to the lowest compared entry with this formula, charge and spin = 167.8 kJ/mol
orbital gap (spin up / spin down) = 5.98 / 4.02 eV
DFT total energy = -55773.073 eV
net charge = +2
2S+1 = 3

Last column: natural (NBO) charge in e.
Positions of all 53 atoms, in Å:
H 5.79266 -0.41292 1.45640  0.25
Cl -0.99861 0.19335 -2.49576  -0.48
C -0.25084 -2.68553 1.41540  -0.23
C 1.37548 -2.62497 3.68583  -0.18
H -7.81394 3.19506 0.69926  0.44
H 0.95581 -3.50708 -0.35257  0.27
C -4.41103 3.63791 -1.39583  -0.08
C -4.60222 2.65565 -0.40357  -0.13
H -3.60771 1.04653 0.66241  0.26
H 1.83496 0.09657 -2.52255  0.25
C 1.58835 -1.70884 2.65468  -0.21
C 4.97601 1.56241 1.17638  -0.14
C -2.13486 2.91287 -1.68148  0.07
H 2.00692 -2.59575 4.56963  0.24
H -0.88321 -2.69639 0.53083  0.22
N -2.32118 1.94795 -0.73926  -0.54
H 2.29694 -3.73032 -4.43135  0.26
C 2.58744 0.25279 0.51335  -0.33
H -5.18880 4.32474 -1.68788  0.24
H -6.93646 4.11011 -0.51582  0.40
H 1.53959 -4.85458 -2.35044  0.25
H 1.78554 2.22525 0.19518  0.22
C 0.77775 -1.73499 1.51292  -0.34
H 3.88869 3.38838 0.80601  0.24
H 0.19366 -4.28461 4.38680  0.25
O -5.99373 1.61118 1.17419  -0.58
C 2.13606 -1.74671 -3.60196  -0.20
C -3.51534 1.80711 -0.10159  0.12
C 1.62187 -3.77183 -2.38579  0.03
H -1.16944 3.02520 -2.15627  0.24
H -3.02799 4.52498 -2.78814  0.26
H 3.68137 -1.56887 0.88064  0.23
C -0.45189 -3.60226 2.44450  -0.20
H 2.38285 -0.97411 2.73958  0.24
C 1.38690 -1.61996 -1.30245  -0.19
C -5.89140 2.50363 0.34424  0.63
N -6.95094 3.33004 0.15205  -0.79
H 5.90282 2.06982 1.42906  0.25
C 4.91426 0.16917 1.19168  -0.20
H -1.23845 0.52342 1.25711  -0.12
C -3.17860 3.76234 -2.03385  -0.23
C 2.04663 -3.13966 -3.55453  -0.12
Au -0.80642 0.82969 -0.19404  0.95
P 0.99208 -0.55814 0.12740  1.02
C 0.35795 -3.57288 3.58245  -0.15
C 3.84517 2.30292 0.82596  -0.18
H -0.17733 1.80558 0.82541  -0.05
C 1.29370 -3.01548 -1.26013  -0.25
H -1.24788 -4.33697 2.36079  0.24
H 2.45114 -1.25084 -4.51569  0.27
C 1.80005 -0.98920 -2.48380  0.02
C 3.72521 -0.48439 0.86597  -0.21
C 2.66041 1.65263 0.48864  -0.22